(1)
Formula: C37H31F5N4O2STi
Source: the Open Molecules 2025 dataset
Level of theory: wB97M-V/def2-TZVPD

```
81
Properties=species:S:1:pos:R:3:lowdin_spin:R:1
Ti -0.682 -0.725 -0.907 0.40
O -0.246 -2.253 0.034 0.03
C 0.054 -3.519 -0.198 0.07
C 0.517 -4.329 0.834 -0.01
C 0.822 -5.662 0.601 0.09
C 0.656 -6.203 -0.679 -0.01
C 0.190 -5.405 -1.705 0.07
C -0.128 -4.046 -1.503 0.03
C -0.631 -3.245 -2.570 0.29
N -1.027 -1.959 -2.457 0.12
C -1.659 -1.380 -3.636 0.02
C -2.359 -0.098 -3.187 0.01
N -1.412 0.572 -2.321 0.17
C -0.714 1.597 -2.865 0.29
C 0.537 2.077 -2.382 0.03
C 1.062 3.314 -2.816 0.08
C 2.307 3.756 -2.416 0.00
C 3.090 2.965 -1.569 0.10
C 2.609 1.737 -1.131 0.00
C 1.352 1.294 -1.518 0.07
O 0.946 0.078 -1.159 0.03
H 0.644 -3.875 1.809 0.00
H 1.191 -6.278 1.412 0.01
H 0.895 -7.243 -0.868 0.00
H 0.057 -5.819 -2.700 0.00
H -0.737 -3.721 -3.544 0.02
H -0.903 -1.123 -4.392 0.01
H -2.364 -2.089 -4.092 0.00
H -2.630 0.521 -4.052 0.00
H -3.266 -0.350 -2.630 0.00
H -1.152 2.107 -3.724 0.02
H 0.455 3.923 -3.480 0.00
H 2.679 4.714 -2.763 0.00
H 4.078 3.295 -1.269 0.01
H 3.190 1.085 -0.490 0.00
C -3.665 4.095 -0.271 0.00
C -2.371 3.549 -0.882 0.00
C -1.194 3.745 0.045 0.00
C -0.613 5.006 0.102 0.00
C 0.398 5.281 1.005 0.00
C 0.781 4.297 1.898 0.00
C 0.229 3.016 1.881 0.00
C 0.706 2.053 2.944 0.00
C -0.336 1.166 3.625 0.00
C -0.719 2.727 0.890 0.00
N -1.223 1.405 0.671 0.01
C -2.390 1.161 1.141 0.00
C -3.129 -0.024 0.824 0.00
C -4.380 -0.431 1.278 0.00
C -4.672 -1.621 0.589 0.00
C -3.580 -1.860 -0.247 0.01
N -2.649 -0.897 -0.112 0.01
H -4.512 3.941 -0.945 0.00
H -3.578 5.165 -0.064 0.00
H -3.892 3.597 0.673 0.00
H -2.166 4.077 -1.817 0.00
H -2.493 2.496 -1.123 0.00
H -0.963 5.773 -0.581 0.00
H 0.868 6.257 1.030 0.00
H 1.537 4.514 2.645 0.00
H 1.195 2.662 3.711 0.00
H 1.476 1.403 2.522 0.00
H -1.226 1.738 3.908 0.00
H 0.098 0.730 4.525 0.00
H -0.639 0.338 2.991 0.00
H -2.887 1.884 1.797 0.00
H -4.981 0.067 2.025 0.00
H -5.556 -2.232 0.677 0.00
H -3.419 -2.679 -0.934 0.00
F 6.516 -4.782 2.488 0.00
C 5.471 -3.927 2.408 0.00
C 5.087 -3.386 1.195 0.00
F 5.768 -3.725 0.083 0.00
C 4.022 -2.509 1.125 0.00
F 3.722 -2.031 -0.089 0.00
C 3.276 -2.097 2.244 0.00
S 1.947 -0.994 2.126 0.00
C 3.713 -2.670 3.448 0.00
F 3.096 -2.369 4.606 0.00
C 4.772 -3.554 3.539 0.00
F 5.134 -4.067 4.736 0.00
```

Properties
⟨S²⟩: 2.0518
Spin multiplicity: 3
LUMO level (spin up / spin down), eV: 4.4 / 4.3
Total charge: -2
Strongest force on any atom, Eh/bohr: 0.014

=====

(2)
Formula: C37H31F7NO10PSSi2
Source: the Open Molecules 2025 dataset
Level of theory: wB97M-V/def2-TZVPD

```
90
Properties=species:S:1:pos:R:3:mulliken_charge:R:1
C 2.311 -2.898 4.112 -1.23
C 1.730 -2.864 2.685 0.23
C 0.299 -3.423 2.601 0.13
F 0.089 -4.413 3.557 -0.38
Si -0.983 -2.054 2.816 -0.40
O -0.613 -0.753 1.900 0.51
Si -0.588 -0.571 0.253 -0.35
N -2.066 -1.163 -0.402 -0.31
C 0.932 -1.437 -0.454 -0.31
O 0.779 -1.189 -1.837 -0.09
O 1.952 -1.766 -2.473 -0.41
P -1.064 -1.392 4.977 0.00
S -1.629 -2.853 6.159 -0.36
C -2.735 -2.761 2.387 0.53
O -2.839 -3.857 1.908 -0.50
C -3.993 -1.912 2.700 0.76
F -4.339 -2.198 3.975 -0.27
F -3.609 -0.618 2.667 -0.32
C -5.237 -2.096 1.764 0.27
F -5.813 -0.887 1.586 -0.33
F -4.827 -2.551 0.561 -0.28
C -6.355 -3.041 2.316 1.02
F -6.875 -2.466 3.414 -0.28
F -7.315 -3.077 1.369 -0.29
C -5.878 -4.493 2.577 0.18
O -5.564 -5.195 1.675 -0.46
O -5.912 -4.810 3.879 -0.46
H 1.547 -3.128 4.859 0.36
H 3.089 -3.656 4.209 0.32
H 2.758 -1.934 4.363 0.18
H 1.726 -1.827 2.332 -0.25
H 2.373 -3.414 1.992 0.53
H 0.134 -3.914 1.634 0.47
H -0.496 0.864 -0.050 -0.24
H -2.230 -0.798 -1.335 0.24
H -2.175 -2.171 -0.466 0.28
H 1.870 -1.002 -0.085 0.24
H 0.955 -2.520 -0.266 0.37
H 1.979 -1.221 -3.277 0.34
H 0.182 -0.801 5.250 0.09
H -1.938 -0.292 4.978 0.11
H -5.127 -5.323 4.124 0.38
C -1.806 2.964 -5.368 -0.58
C -2.268 3.454 -6.584 -0.47
C -1.865 2.866 -7.770 -0.64
C -0.991 1.785 -7.746 0.45
C -0.519 1.300 -6.526 0.17
C -0.933 1.890 -5.338 -0.73
C 0.439 0.159 -6.467 0.50
O 0.838 -0.266 -5.403 -0.65
C 0.888 -0.435 -7.759 0.19
C 1.808 -1.476 -7.737 -0.55
C 2.231 -2.049 -8.924 -0.55
C 1.734 -1.588 -10.138 -0.47
C 0.818 -0.550 -10.166 -0.60
C 0.394 0.033 -8.978 0.30
C -0.582 1.161 -9.038 0.51
O -1.024 1.554 -10.095 -0.66
H -2.127 3.423 -4.442 0.41
H -2.946 4.298 -6.604 0.40
H -2.217 3.229 -8.726 0.48
H -0.560 1.495 -4.402 0.69
H 2.179 -1.825 -6.783 0.50
H 2.950 -2.858 -8.905 0.40
H 2.064 -2.040 -11.064 0.40
H 0.420 -0.176 -11.099 0.48
C -0.582 5.022 3.871 -0.45
C -0.847 3.764 3.341 -0.84
C 0.158 2.814 3.285 -0.70
C 1.427 3.111 3.762 0.12
C 1.696 4.376 4.284 0.49
C 0.686 5.329 4.339 -0.76
C 3.059 4.732 4.777 0.48
O 3.296 5.827 5.238 -0.68
C 4.121 3.687 4.676 0.35
C 5.410 4.001 5.089 -0.61
C 6.410 3.047 5.018 -0.50
C 6.128 1.772 4.540 -0.55
C 4.847 1.454 4.125 -0.50
C 3.840 2.410 4.186 0.13
C 2.472 2.047 3.718 0.33
O 2.215 0.927 3.324 -0.54
H -1.367 5.766 3.918 0.39
H -1.836 3.527 2.971 0.48
H -0.018 1.826 2.879 1.08
H 0.912 6.303 4.752 0.50
H 5.608 4.996 5.463 0.49
H 7.414 3.294 5.338 0.39
H 6.912 1.027 4.490 0.42
H 4.608 0.469 3.747 0.43
```

Properties
LUMO level, eV: -1.3
Total charge: 0
Strongest force on any atom, Eh/bohr: 0.014

=====

(3)
Formula: C37H31F9O5S2
Source: the Open Molecules 2025 dataset
Level of theory: wB97M-V/def2-TZVPD

```
84
Properties=species:S:1:pos:R:3:mulliken_charge:R:1
O -8.574 -4.837 4.442 -0.47
S -9.470 -4.054 3.654 0.67
O -9.804 -2.734 4.573 -0.42
O -8.549 -3.368 2.382 -0.20
S -9.174 -3.663 0.915 1.08
O -10.593 -3.592 0.854 -0.59
O -8.637 -2.679 0.048 -0.55
C -8.531 -5.282 0.231 0.70
F -8.658 -5.184 -1.068 -0.19
F -7.256 -5.364 0.557 -0.18
F -9.217 -6.324 0.631 -0.21
H -10.268 -3.046 5.371 0.36
F -2.198 -1.846 3.541 -0.35
C -3.203 -2.101 2.679 0.27
C -3.312 -1.346 1.529 -0.31
C -4.343 -1.611 0.638 -0.64
C -5.257 -2.619 0.914 -0.36
C -5.136 -3.368 2.079 -0.11
C -4.100 -3.112 2.967 -0.74
H -2.596 -0.558 1.333 0.63
H -4.434 -1.030 -0.271 0.38
H -6.063 -2.821 0.220 0.37
H -5.849 -4.151 2.299 0.39
H -3.985 -3.689 3.875 0.44
F 1.787 1.095 -2.942 -0.17
C 1.240 0.441 -1.897 0.40
C 1.547 0.848 -0.613 -0.56
C 0.979 0.178 0.461 -0.24
C 0.124 -0.895 0.237 -1.12
C -0.170 -1.295 -1.059 -0.04
C 0.387 -0.620 -2.136 -0.57
H 2.217 1.677 -0.462 0.64
H 1.202 0.491 1.472 0.30
H -0.315 -1.420 1.076 0.60
H -0.832 -2.131 -1.230 0.31
H 0.163 -0.910 -3.155 0.45
F 5.165 5.376 -6.496 -0.32
C 4.335 4.340 -6.273 0.34
C 3.351 4.052 -7.197 -0.40
C 2.499 2.980 -6.967 -0.32
C 2.636 2.218 -5.814 -0.45
C 3.628 2.523 -4.892 -0.29
C 4.488 3.588 -5.124 -0.48
H 3.255 4.663 -8.086 0.40
H 1.728 2.740 -7.688 0.36
H 1.968 1.386 -5.634 0.38
H 3.731 1.932 -3.992 0.36
H 5.273 3.836 -4.421 0.41
F -2.563 -2.731 -2.008 -0.29
C -2.589 -3.935 -2.615 0.28
C -2.769 -3.998 -3.983 -0.46
C -2.790 -5.238 -4.605 -0.39
C -2.641 -6.395 -3.852 -0.49
C -2.466 -6.314 -2.477 -0.50
C -2.434 -5.075 -1.853 -0.15
H -2.891 -3.084 -4.551 0.42
H -2.923 -5.301 -5.677 0.36
H -2.662 -7.362 -4.339 0.38
H -2.354 -7.217 -1.890 0.36
H -2.290 -4.991 -0.783 0.45
F 3.579 2.252 0.951 -0.29
C 3.543 2.661 2.236 0.36
C 3.117 1.784 3.215 -0.24
C 3.086 2.208 4.536 -0.54
C 3.470 3.503 4.859 -0.51
C 3.891 4.374 3.863 -0.63
C 3.934 3.950 2.542 -0.51
H 2.815 0.781 2.943 0.48
H 2.762 1.528 5.313 0.38
H 3.442 3.834 5.890 0.41
H 4.186 5.384 4.114 0.67
H 4.267 4.611 1.752 0.45
F 7.492 7.098 4.966 -0.31
C 7.834 6.302 3.935 0.27
C 7.148 5.119 3.740 -0.53
C 7.497 4.301 2.676 -0.36
C 8.532 4.670 1.826 -0.55
C 9.215 5.861 2.038 -0.38
C 8.862 6.687 3.096 -0.41
H 6.352 4.844 4.417 0.66
H 6.962 3.374 2.509 0.45
H 8.806 4.029 0.998 0.38
H 10.024 6.147 1.379 0.36
H 9.377 7.623 3.272 0.41
```

Properties
LUMO level, eV: 0.0
Total charge: 0
Strongest force on any atom, Eh/bohr: 0.075

=====

(4)
Formula: C37H32AsF6OP2S4Zr
Source: the Open Molecules 2025 dataset
Level of theory: wB97M-V/def2-TZVPD

```
84
Properties=species:S:1:pos:R:3:lowdin_spin:R:1
Zr -0.775 -0.841 -0.152 0.00
S -3.206 0.038 0.390 0.51
C -3.145 1.710 0.844 0.04
C -4.240 2.526 0.540 0.06
C -4.207 3.862 0.902 -0.01
C -3.112 4.375 1.585 0.08
C -2.035 3.556 1.923 0.00
C -2.051 2.224 1.557 0.05
As -0.590 1.017 1.869 0.00
C 0.651 2.043 2.924 0.00
C 0.424 2.154 4.293 0.00
C 1.274 2.940 5.059 0.00
C 2.331 3.616 4.464 0.00
C 2.536 3.526 3.095 0.00
C 1.692 2.741 2.320 0.00
C -1.212 -0.248 3.223 0.01
C -2.543 -0.443 3.576 0.01
C -2.889 -1.474 4.440 0.00
C -1.912 -2.316 4.949 0.00
C -0.578 -2.109 4.619 0.01
C -0.229 -1.082 3.757 0.00
H -5.092 2.112 0.018 0.00
H -5.042 4.504 0.658 0.00
H -3.093 5.420 1.863 0.00
H -1.199 3.962 2.479 0.00
H -0.397 1.630 4.765 0.00
H 1.105 3.026 6.124 0.00
H 2.987 4.227 5.069 0.00
H 3.345 4.073 2.628 0.00
H 1.839 2.695 1.249 0.00
H -3.316 0.235 3.233 0.00
H -3.925 -1.610 4.721 0.00
H -2.188 -3.124 5.612 0.00
H 0.192 -2.745 5.036 0.00
H 0.817 -0.923 3.522 0.00
C 3.732 -0.745 -0.410 0.00
S 2.518 -0.338 0.822 0.00
O 1.262 -1.043 0.255 0.00
C 3.037 -1.329 2.177 0.00
C 3.515 -0.653 3.292 0.00
C 3.913 -1.396 4.395 0.00
C 3.804 -2.779 4.371 0.00
C 3.305 -3.437 3.249 0.00
C 2.917 -2.714 2.135 0.00
H 3.754 -1.826 -0.532 0.00
H 4.693 -0.371 -0.057 0.00
H 3.440 -0.247 -1.333 0.00
H 3.568 0.430 3.304 0.00
H 4.298 -0.894 5.272 0.00
H 4.106 -3.353 5.236 0.00
H 3.224 -4.515 3.244 0.00
H 2.512 -3.213 1.264 0.00
F -0.213 -2.556 -1.224 0.00
P -0.950 -3.773 -0.127 0.00
F -1.313 -4.611 -1.370 0.00
F -2.249 -2.767 -0.313 0.00
F -1.647 -4.651 0.932 0.00
F -0.586 -2.575 1.107 0.00
F 0.485 -4.333 0.074 0.00
S -2.436 -0.473 -2.272 0.17
P -0.833 0.475 -3.097 0.03
S 0.296 1.098 -1.524 0.00
C -1.313 1.842 -4.133 0.00
C -1.133 3.163 -3.735 0.00
C -1.549 4.188 -4.573 0.00
C -2.147 3.890 -5.789 0.00
C -2.334 2.569 -6.181 0.00
C -1.914 1.540 -5.357 0.00
C 0.073 -0.688 -4.114 0.01
C 1.262 -0.236 -4.695 0.00
C 1.979 -1.074 -5.528 0.00
C 1.511 -2.359 -5.788 0.00
C 0.331 -2.805 -5.217 0.00
C -0.396 -1.971 -4.377 0.00
H -0.669 3.393 -2.785 0.00
H -1.406 5.218 -4.277 0.00
H -2.468 4.692 -6.440 0.00
H -2.799 2.343 -7.130 0.00
H -2.048 0.510 -5.667 0.00
H 1.618 0.771 -4.504 0.00
H 2.896 -0.727 -5.983 0.00
H 2.068 -3.009 -6.449 0.00
H -0.033 -3.802 -5.427 0.00
H -1.319 -2.321 -3.935 0.00
```

Properties
⟨S²⟩: 0.7663
Spin multiplicity: 2
LUMO level (spin up / spin down), eV: -6.2 / -7.9
Total charge: +2
Strongest force on any atom, Eh/bohr: 0.039

=====

(5)
Formula: C37H32BCoF4O10S2
Source: the Open Molecules 2025 dataset
Level of theory: wB97M-V/def2-TZVPD

```
87
Properties=species:S:1:pos:R:3:lowdin_spin:R:1
Co -1.787 0.132 1.203 3.16
O -0.638 -0.286 4.940 0.00
S -1.656 -1.047 4.244 0.01
O -2.647 -1.660 5.083 0.00
O -2.254 -0.278 3.117 0.05
C -0.762 -2.387 3.443 0.00
C 0.494 -2.659 3.976 0.00
C 1.258 -3.704 3.484 0.00
C 0.779 -4.483 2.444 0.00
C -0.463 -4.212 1.890 0.00
C -1.245 -3.170 2.381 0.00
S -2.800 -2.898 1.516 0.01
O -3.847 -2.746 2.481 0.00
O -2.921 -4.009 0.601 0.01
O -2.517 -1.639 0.742 0.09
H 0.855 -2.021 4.772 0.00
H 2.241 -3.894 3.899 0.00
H 1.376 -5.302 2.055 0.00
H -0.857 -4.791 1.066 0.00
C 3.436 0.057 -2.367 0.00
C 2.252 0.993 -2.462 0.00
C 2.374 1.935 -3.654 0.00
O 2.137 1.784 -1.275 0.00
C 0.864 1.567 -0.645 0.00
C 0.092 0.993 -1.837 0.01
O 1.069 0.230 -2.545 0.00
C -1.317 0.346 -1.696 0.02
O -1.855 0.833 -0.507 0.24
C -1.335 -1.191 -1.805 0.00
C -0.256 -1.971 -1.407 0.00
C -0.306 -3.356 -1.479 0.00
C -1.450 -3.990 -1.940 0.00
C -2.547 -3.225 -2.308 0.00
C -2.486 -1.840 -2.245 0.00
C -2.143 0.928 -2.862 0.01
C -1.761 0.679 -4.180 0.00
C -2.488 1.208 -5.236 0.00
C -3.611 1.992 -4.986 0.00
C -3.988 2.246 -3.674 0.00
C -3.257 1.719 -2.613 0.00
C 1.047 0.932 0.802 0.02
O 0.048 0.024 1.168 0.29
C 2.371 0.136 0.916 0.01
C 3.623 0.741 1.004 0.00
C 4.779 -0.020 1.104 0.00
C 4.712 -1.408 1.136 0.00
C 3.469 -2.021 1.087 0.00
C 2.313 -1.255 0.986 0.00
C 1.105 2.152 1.757 0.00
C 0.533 2.064 3.016 0.00
C 0.555 3.145 3.889 0.00
C 1.165 4.332 3.519 0.00
C 1.759 4.427 2.266 0.00
C 1.727 3.349 1.393 0.00
H 4.334 0.633 -2.137 0.00
H 3.569 -0.466 -3.317 0.00
H 3.274 -0.673 -1.574 0.00
H 3.262 2.560 -3.538 0.00
H 1.496 2.582 -3.712 0.00
H 2.452 1.355 -4.577 0.00
H 0.423 2.542 -0.464 0.00
H -0.092 1.896 -2.424 0.00
H 0.629 -1.487 -1.030 0.00
H 0.553 -3.940 -1.160 0.00
H -1.495 -5.072 -1.993 0.00
H -3.465 -3.708 -2.625 0.00
H -3.359 -1.255 -2.511 0.00
H -0.889 0.059 -4.372 0.00
H -2.182 1.006 -6.258 0.00
H -4.182 2.404 -5.811 0.00
H -4.855 2.864 -3.468 0.00
H -3.524 1.936 -1.587 0.00
H 3.705 1.820 0.984 0.00
H 5.741 0.479 1.162 0.00
H 5.617 -2.001 1.224 0.00
H 3.388 -3.102 1.135 0.00
H 1.346 -1.740 1.009 0.00
H 0.068 1.150 3.338 0.00
H 0.077 3.044 4.857 0.00
H 1.166 5.183 4.190 0.00
H 2.236 5.350 1.957 0.00
H 2.184 3.453 0.414 0.00
F -2.554 1.987 1.651 0.04
B -3.367 3.165 1.318 0.00
F -4.680 2.717 1.111 0.00
F -3.278 4.047 2.401 0.00
F -2.833 3.732 0.148 0.00
```

Properties
⟨S²⟩: 6.0112
Spin multiplicity: 5
LUMO level (spin up / spin down), eV: 4.2 / 3.7
Total charge: -2
Strongest force on any atom, Eh/bohr: 0.013

=====

strongest force on any atom of number 3 (C37H31F9O5S2)?
0.075 Eh/bohr

=====

Look up the total charge of the first one.
-2